ORCA calculation (ωB97M-V/def2-TZVPD) on a molecular structure, C30H27N6O5PS4Ti.

The calculation puts the energy relative to the best compared isomer or geometry (same formula, charge and spin) at 0.0 kcal per mole. Its total charge is -2. The value obtained for the frontier orbital gap is 5.43 eV.

```
74
Properties=species:S:1:pos:R:3:forces:R:3
Ti 0.799346 2.252670 -1.819978 -0.053 0.351 0.365
O -3.221529 3.049442 -1.472648 -0.156 0.046 -0.095
C -1.921938 2.784210 -1.194464 0.020 -0.098 0.462
O -1.099336 2.610324 -2.178508 0.253 -0.128 -0.168
C -1.399692 2.621118 0.063794 -0.266 0.065 -0.251
C -1.980143 2.712912 1.368780 -0.001 -0.034 0.062
C -1.216871 2.478493 2.463209 -0.143 0.031 -0.022
C 0.188161 2.173920 2.314227 0.176 -0.067 -0.163
C 0.699544 2.098512 1.066312 0.095 -0.003 0.288
N -0.051783 2.271735 -0.058303 0.138 0.025 -0.247
C 2.136080 1.842516 0.687171 -0.048 -0.087 0.197
O 3.014698 1.629015 1.495875 0.010 0.037 -0.036
O 2.289678 1.899075 -0.614598 -0.099 -0.086 -0.184
H -3.379068 2.679970 -2.363439 -0.021 0.004 0.043
H -3.027739 2.975103 1.455218 -0.001 -0.005 0.005
H -1.650314 2.536455 3.454247 -0.007 0.003 -0.001
H 0.835322 2.003472 3.163704 0.002 0.002 -0.014
N 2.478499 6.175953 -3.534791 -0.003 -0.012 0.003
C 2.050610 4.896607 -3.207341 0.030 -0.039 -0.054
S 1.148763 4.733163 -1.741612 0.026 -0.178 -0.076
N 2.393573 3.965809 -4.039331 -0.010 0.005 0.055
N 1.994166 2.686697 -3.655826 -0.032 -0.101 -0.007
C 2.467364 1.771996 -4.424507 0.002 0.016 -0.041
C 2.245740 0.347341 -4.340399 0.013 0.026 0.006
C 2.957438 -0.466082 -5.236487 0.003 -0.005 -0.005
C 2.829654 -1.835553 -5.226508 -0.006 0.005 0.008
C 1.966153 -2.421846 -4.292726 0.004 -0.001 -0.005
C 1.244758 -1.652204 -3.411352 -0.005 0.036 0.008
C 1.358555 -0.247561 -3.417043 0.015 -0.076 -0.011
O 0.637075 0.456183 -2.583313 -0.019 0.176 0.002
H 1.902912 6.905258 -3.149145 -0.005 0.014 0.002
H 2.700458 6.281339 -4.513265 0.000 -0.001 0.005
H 3.120406 2.112702 -5.229412 -0.020 -0.002 0.004
H 3.627291 0.014208 -5.942853 -0.003 -0.001 0.002
H 3.394560 -2.447635 -5.918078 -0.004 0.001 0.002
H 1.867728 -3.500376 -4.250721 0.000 0.006 0.001
H 0.601698 -2.098775 -2.664126 0.001 -0.014 0.005
S -3.584814 0.558599 -3.740456 0.016 0.007 0.028
C -3.428963 0.036391 -2.147061 -0.014 -0.067 -0.047
N -2.327357 -0.286804 -1.483184 0.112 0.075 0.081
C -2.599114 -0.642118 -0.090952 0.002 -0.009 0.015
C -4.032286 -0.134559 0.083500 0.014 0.002 0.007
N -4.500739 -0.110430 -1.302038 0.027 -0.002 0.002
H -1.383899 -0.205856 -1.851367 -0.114 0.014 -0.145
H -1.886946 -0.163662 0.575186 0.010 0.008 0.028
H -2.518505 -1.721205 0.050360 0.008 0.003 0.000
H -4.043791 0.870304 0.516733 0.005 0.003 0.002
H -4.628496 -0.805214 0.700295 -0.007 0.003 0.007
H -5.310562 0.426392 -1.560625 -0.017 0.008 -0.003
S 0.885008 -5.042211 1.123692 -0.001 -0.016 -0.015
P 0.606580 -3.132009 1.582725 -0.226 0.125 0.109
S 0.526733 -1.704514 0.210920 0.322 -0.121 -0.135
C 1.795480 -2.654682 2.902760 0.007 -0.033 -0.013
C 1.957739 -3.476453 4.017814 -0.010 -0.003 0.009
C 2.815863 -3.106611 5.040812 -0.002 0.005 -0.013
C 3.533047 -1.916119 4.952957 0.011 0.007 -0.006
C 3.386047 -1.103611 3.839540 0.011 -0.006 0.007
C 2.514883 -1.471982 2.819888 0.027 -0.015 0.038
C -0.981297 -2.950656 2.511429 -0.030 -0.034 -0.010
C -1.278500 -1.726701 3.112355 -0.002 0.031 -0.015
C -2.509405 -1.515761 3.712489 0.001 0.010 -0.004
C -3.467523 -2.525372 3.711888 0.006 -0.019 -0.004
C -3.176970 -3.745137 3.118896 -0.002 0.007 0.016
C -1.935135 -3.958779 2.527970 0.006 0.009 0.017
H 1.413463 -4.412831 4.065864 0.001 0.003 -0.003
H 2.933122 -3.748924 5.906788 -0.001 0.003 -0.004
H 4.208400 -1.630130 5.751966 -0.003 0.001 -0.002
H 3.937960 -0.176612 3.742807 -0.010 0.007 0.023
H 2.398139 -0.837692 1.954198 -0.031 0.085 -0.085
H -0.546524 -0.926193 3.078538 -0.006 0.002 -0.012
H -2.728488 -0.555931 4.166634 0.004 -0.007 -0.008
H -4.435967 -2.357510 4.169631 0.001 0.001 -0.001
H -3.919638 -4.535145 3.112616 0.000 -0.002 -0.001
H -1.689359 -4.906433 2.062672 -0.002 0.003 -0.007
```
Forces are in eV/Å.

=====

ORCA calculation (ωB97M-V/def2-TZVPD) on a molecular structure, C2H10BCl2GaO3P.

Its total charge is -1. The value obtained for the frontier orbital gap is 7.03 eV.

```
20
Properties=species:S:1:pos:R:3:forces:R:3
O -0.315862 0.404367 2.148597 0.019 -0.198 0.321
P -0.090976 1.134335 0.844272 -0.718 -0.010 0.424
Ga -2.049014 2.173676 -0.050403 -0.283 0.239 -0.372
B -3.565683 1.530820 1.292249 0.150 -0.018 -0.153
O -4.368781 0.401055 1.108099 0.155 -0.312 0.151
O -3.804682 2.212635 2.462425 -0.077 0.364 -0.013
H 0.451263 0.227336 -0.097468 0.349 0.183 -0.223
H 0.962647 2.078972 1.007449 0.272 -0.118 -0.355
H -2.231588 1.688929 -1.568957 0.113 -0.003 0.047
H -1.825501 3.775632 0.002642 0.096 -0.060 0.075
H -3.975363 -0.347533 1.573393 -0.161 0.010 -0.049
H -3.275944 3.018366 2.427375 0.010 -0.108 0.204
Cl 1.830375 -3.048236 -2.967257 0.000 -0.001 -0.018
C 3.197969 -2.882054 -1.835410 0.051 -0.038 0.008
C 2.954972 -1.830686 -0.784483 -0.094 0.031 0.127
Cl 2.920054 -0.188212 -1.460209 0.156 0.019 -0.143
H 4.082221 -2.650728 -2.423289 -0.005 0.016 -0.027
H 3.331326 -3.849637 -1.354526 -0.019 -0.005 0.009
H 3.762647 -1.860594 -0.055050 0.009 -0.005 0.001
H 2.009921 -1.988441 -0.269447 -0.022 0.014 -0.012
```
Forces are in eV/Å.

=====

ORCA calculation (ωB97M-V/def2-TZVPD) on a molecular structure, C40H58Cl3EuN10O3P.

The calculation puts the energy relative to the best compared isomer or geometry (same formula, charge and spin) at 0.0 kcal per mole. As for the expectation value of S²: 12.04. As for the spin multiplicity: 7. Its total charge is +1. The value obtained for the frontier orbital gap (spin up / spin down) is 6.91 / 6.89 eV.

```
116
Properties=species:S:1:pos:R:3:forces:R:3
Eu -0.179682 0.715559 1.094461 -0.242 0.463 -0.991
O 2.777110 -2.264750 4.058789 0.148 -0.064 0.038
C 3.264946 -1.044887 4.329114 -0.150 0.087 -0.008
C 4.581805 -0.955511 4.781608 0.079 -0.070 0.014
C 5.129771 0.267202 5.105176 -0.031 -0.028 -0.025
C 4.382266 1.439171 4.986997 -0.011 0.110 0.017
C 3.092971 1.366106 4.511850 0.025 -0.080 -0.038
C 2.516807 0.137225 4.169354 0.004 0.028 -0.013
C 1.177021 0.149077 3.578781 -0.220 -0.189 0.242
O 0.645032 1.243433 3.190335 0.158 -0.099 -0.207
N 0.532059 -1.032220 3.482053 0.285 -0.195 0.170
N -0.609365 -0.896580 2.774466 -0.332 -0.304 0.396
C -1.574673 -1.729080 2.851413 0.300 0.048 0.062
C -2.771275 -1.412703 2.072013 -0.433 0.051 -0.195
C -3.904418 -2.221220 2.113904 0.181 -0.021 0.137
C -5.033320 -1.839557 1.410391 -0.013 0.106 -0.122
C -4.998539 -0.661476 0.679187 -0.074 -0.111 0.092
C -3.827591 0.081469 0.685985 0.000 0.110 0.014
N -2.741405 -0.273151 1.359477 0.038 -0.234 -0.032
H 1.831276 -2.164466 3.814171 -0.012 0.026 -0.015
H 5.152970 -1.869885 4.875086 -0.020 0.001 0.006
H 6.151614 0.315913 5.459395 -0.001 -0.021 0.013
H 4.808818 2.392827 5.267759 0.014 -0.009 -0.026
H 2.490750 2.255734 4.384504 0.020 0.015 0.005
H -1.558769 -2.599793 3.502475 0.088 0.017 0.061
H -3.898518 -3.124539 2.710978 0.014 -0.002 -0.014
H -5.927087 -2.449109 1.432819 0.000 0.004 0.017
H -5.862459 -0.321072 0.125315 0.027 0.021 -0.020
H -3.758082 1.013846 0.132976 0.021 -0.003 0.006
C 2.997197 3.570657 -1.110021 0.040 -0.041 0.139
N 3.754887 3.563984 0.122145 -0.017 -0.018 -0.033
C 5.178539 3.391704 -0.104633 -0.084 0.056 0.019
C 3.189088 2.706898 1.169215 0.092 -0.087 -0.037
C 3.303043 1.199263 0.973327 -0.143 0.193 -0.124
C 4.552988 0.629288 1.210163 -0.005 -0.001 -0.034
C 4.769491 -0.728668 1.046804 -0.015 -0.025 -0.019
C 3.714425 -1.529506 0.647001 -0.019 -0.180 0.070
C 2.461950 -0.965154 0.445577 -0.313 0.309 -0.150
C 2.191426 0.413287 0.591633 0.309 -0.128 0.171
H 3.573630 4.072364 -1.886662 -0.020 0.001 -0.018
H 2.089406 4.164799 -0.957946 -0.053 -0.048 -0.090
H 2.730749 2.564463 -1.473859 -0.015 0.026 -0.019
H 5.529724 4.198669 -0.749296 0.016 -0.018 -0.003
H 5.441516 2.433386 -0.573656 0.032 0.005 0.013
H 5.706748 3.471945 0.846487 0.025 -0.037 -0.006
H 2.132009 2.972379 1.277165 0.007 0.061 0.041
H 3.695496 2.977717 2.100195 -0.055 0.012 0.027
H 5.369419 1.256223 1.548510 -0.005 -0.013 0.045
H 5.743993 -1.157619 1.243623 -0.005 0.008 0.006
H 3.854670 -2.598791 0.531870 0.006 0.005 -0.017
H 1.664967 -1.641796 0.133928 0.027 0.072 0.054
O -0.878066 -0.724968 -0.718027 0.080 0.418 0.464
P -0.828649 -1.917053 -1.630789 0.440 -0.484 -0.646
N -0.995903 -3.408159 -0.938386 -0.136 0.558 -0.061
C -2.284126 -4.108454 -0.850248 -0.016 -0.129 0.031
C -1.895251 -5.416369 -0.172088 0.048 0.098 0.052
C -0.862596 -4.956067 0.861590 -0.110 -0.035 -0.145
C -0.081504 -3.860358 0.130658 0.094 -0.077 -0.022
N 0.647588 -2.003840 -2.346476 -0.404 0.182 0.029
C 1.245075 -3.153346 -3.022779 0.122 -0.036 0.013
C 2.710312 -2.726401 -3.190355 -0.050 0.040 0.006
C 2.687542 -1.179565 -3.194475 -0.037 -0.062 0.016
C 1.220205 -0.799451 -2.958470 0.107 0.031 0.067
N -1.995026 -1.738421 -2.784646 0.059 -0.250 0.384
C -2.004804 -2.605954 -3.980659 0.018 0.093 -0.113
C -3.472844 -2.637660 -4.411381 -0.003 0.102 0.071
C -4.035718 -1.327903 -3.851786 0.071 -0.108 -0.006
C -3.340247 -1.219711 -2.500633 0.016 0.107 -0.024
H -2.720625 -4.259086 -1.838045 0.023 0.038 -0.003
H -3.005604 -3.562681 -0.231263 -0.021 0.026 -0.012
H -1.429237 -6.080815 -0.901735 -0.019 -0.029 0.001
H -2.749649 -5.926377 0.269570 0.010 -0.022 -0.004
H -0.216098 -5.761588 1.203031 0.003 0.029 0.054
H -1.377263 -4.537079 1.727706 0.008 0.007 0.060
H 0.837838 -4.256823 -0.308733 -0.001 0.034 0.021
H 0.197686 -3.040300 0.795026 -0.020 -0.023 0.036
H 0.788709 -3.321944 -4.005471 -0.037 0.017 0.022
H 1.124384 -4.058073 -2.429962 -0.012 0.004 -0.045
H 3.132280 -3.138015 -4.105366 0.033 -0.023 0.023
H 3.302926 -3.088169 -2.351042 0.009 -0.010 -0.005
H 3.051006 -0.764923 -4.133148 0.023 0.016 0.015
H 3.303780 -0.792171 -2.384951 0.019 0.024 -0.008
H 0.715898 -0.573963 -3.907900 -0.012 -0.013 0.029
H 1.104725 0.053025 -2.288480 0.047 -0.014 0.000
H -1.615340 -3.603639 -3.765198 -0.002 0.000 0.007
H -1.378323 -2.160965 -4.758905 0.011 -0.040 0.020
H -3.983844 -3.485392 -3.950366 -0.005 -0.011 -0.023
H -3.578580 -2.719489 -5.490853 -0.021 -0.049 -0.003
H -5.120314 -1.337420 -3.761372 -0.008 0.043 -0.022
H -3.740297 -0.492287 -4.489131 -0.038 0.021 0.004
H -3.865726 -1.822649 -1.750360 0.020 0.003 0.001
H -3.276725 -0.196202 -2.126696 -0.016 -0.027 -0.006
C -1.042051 4.240892 -2.745352 -0.068 -0.022 0.102
C -2.049387 3.965560 -1.622898 -0.035 0.092 -0.081
C -2.286240 5.227688 -0.795040 0.007 -0.144 -0.025
C -3.368652 3.469728 -2.208892 0.078 -0.027 0.082
N -1.596017 2.881370 -0.721827 -0.004 -0.114 0.047
N -0.354597 3.119713 -0.041102 -0.152 -0.302 -0.261
H -1.469209 4.937414 -3.466886 0.041 0.013 -0.012
H -0.786052 3.317903 -3.271826 -0.021 0.011 -0.035
H -0.122632 4.692704 -2.366553 0.013 -0.007 -0.023
H -2.819796 5.965074 -1.393558 0.015 0.034 0.016
H -1.347201 5.683618 -0.475993 -0.013 0.022 0.025
H -2.887668 4.993340 0.086166 -0.022 0.034 -0.014
H -3.788552 4.211209 -2.887452 0.003 -0.014 -0.017
H -4.085764 3.282670 -1.408085 -0.023 -0.005 -0.022
H -3.219086 2.542401 -2.769568 -0.019 0.003 -0.016
H -1.465127 2.044430 -1.285860 0.057 -0.009 -0.071
H -0.513954 3.872815 0.617225 -0.010 -0.032 0.173
H 0.358416 3.443141 -0.687609 0.183 -0.033 -0.028
Cl -3.037381 3.060700 5.545170 0.004 0.044 -0.186
C -3.195276 3.776540 3.935725 -0.272 0.362 0.404
Cl -2.474562 5.398743 3.899394 -0.049 -0.171 -0.015
Cl -4.900292 3.853326 3.448411 0.141 -0.034 0.021
C -2.485433 2.945278 2.977555 0.114 -0.192 -0.245
N -1.936476 2.301395 2.209051 0.075 0.237 0.285
```
Forces are in eV/Å.

=====

ORCA calculation (ωB97M-V/def2-TZVPD) on a gas-phase ion, C4H11N2O (charge -1).

The calculation puts the energy relative to the best compared isomer or geometry (same formula, charge and spin) at 59.7 kcal per mole. The SMILES is NCNCCC[O-]. Its total charge is -1. The value obtained for the frontier orbital gap is 5.84 eV.

```
18
Properties=species:S:1:pos:R:3:forces:R:3
N 1.457738 -0.568515 2.958132 -1.242 1.118 -0.727
C 1.702002 -0.326371 1.510758 -1.886 -1.992 -2.427
N 0.461721 0.174613 0.825921 0.737 1.103 0.928
C 0.761758 0.631934 -0.572962 -2.255 -0.599 1.444
C -0.587312 0.820016 -1.355083 1.545 1.574 -0.968
C -1.470037 -0.370355 -1.430363 -3.481 -2.793 0.228
O -2.590261 -0.338759 -2.297417 2.134 0.676 1.428
H 1.996507 0.113370 3.508064 0.230 -0.514 -0.458
H 0.528706 -0.079951 2.993752 0.643 -0.958 0.404
H 2.447180 0.384801 1.362009 1.239 1.602 -0.169
H 2.071056 -1.190573 0.781808 -0.439 0.607 2.236
H -0.360991 -0.430961 0.848184 0.684 -0.211 -0.081
H 1.384175 1.539142 -0.401764 -0.120 -0.733 -0.990
H 1.152585 -0.271481 -0.993897 1.555 -0.069 -1.061
H -0.447668 1.264424 -2.405072 0.139 -0.765 1.347
H -1.162435 1.530148 -0.818967 -0.565 1.192 0.458
H -1.835067 -0.595689 -0.293180 0.397 0.550 -1.401
H -0.926631 -1.327188 -1.604081 0.682 0.210 -0.190
```
Forces are in eV/Å.

=====

The highest total charge belongs to which entry?
C40H58Cl3EuN10O3P